Here is 2 unconnected molecules or ions with the total composition C5H13NO at a distorted geometry from the Open Molecules 2025 dataset. Energies are from ωB97M-V with the def2-TZVPD basis set.

Values from the calculation:
SMILES: C=CC[C@@H](C)N.O
Highest occupied orbital energy (Ha): -0.3269
Energy above the lowest of the compared OMol25 structures with the same formula, charge and spin (kcal/mol): 38.6
Orbital gap (eV): 9.6
Energy (eV): -8932.3350

Element x y z (Å)
C  -3.07224  0.46179  0.48491
C  -1.90892  0.13955  -0.06193
C  -0.93212  1.10475  -0.63366
C  0.28192  1.23477  0.36295
C  1.46905  0.48472  -0.22495
N  0.69471  2.61153  0.62620
H  -3.76926  -0.36656  0.63805
H  -3.50100  1.42486  0.72164
H  -1.75569  -0.91828  -0.28566
H  -0.60513  0.89856  -1.64678
H  -1.43648  2.07895  -0.66723
H  0.02081  0.71442  1.30164
H  2.28781  0.53878  0.50631
H  1.19103  -0.54780  -0.47472
H  1.87413  0.90086  -1.16059
H  0.88391  3.10285  -0.23104
H  0.04759  3.08218  1.24076
O  2.45130  -5.06292  -0.47331
H  3.17010  -5.25057  0.13140
H  2.08507  -4.25994  -0.09118

natural (NBO) population analysis, charges in e, atoms 1 to 5: atom 1 (C): -0.404, atom 2 (C): -0.170, atom 3 (C): -0.469, atom 4 (C): -0.037, atom 5 (C): -0.613


Here is a single C5H13NO molecule at a distorted geometry from the Open Molecules 2025 dataset. Energies are from ωB97M-V with the def2-TZVPD basis set.

Values from the calculation:
SMILES: CC[C@](C)(N)CO
Highest occupied orbital energy (Ha): -0.3014
Energy above the lowest of the compared OMol25 structures with the same formula, charge and spin (kcal/mol): 56.9
Orbital gap (eV): 9.0
Energy (eV): -8931.5437

Element x y z (Å)
C  1.92204  1.08054  0.06383
C  0.68736  0.67606  0.84548
C  -0.31127  -0.60138  -0.02081
C  -0.86671  -1.58018  0.99465
N  0.39980  -1.21863  -1.06054
C  -1.25790  0.45254  -0.44491
O  -0.78565  1.29552  -1.46808
H  2.50321  0.20614  -0.24831
H  2.59196  1.68481  0.68732
H  1.68094  1.66608  -0.82544
H  0.15518  1.55992  1.20708
H  0.98049  0.14320  1.75568
H  -1.32103  -1.05680  1.83901
H  -0.07899  -2.24096  1.37086
H  -1.63990  -2.19970  0.52894
H  0.57145  -0.60298  -1.85296
H  0.09392  -2.14464  -1.33338
H  -1.82951  0.93043  0.34709
H  -2.24749  -0.19522  -1.05619
H  -1.24790  2.14524  -1.32932

natural (NBO) population analysis, charges in e, atoms 1 to 5: atom 1 (C): -0.634, atom 2 (C): -0.413, atom 3 (C): 0.133, atom 4 (C): -0.624, atom 5 (N): -0.860


Here is 2 unconnected molecules or ions with the total composition C5H13NO at a distorted geometry from the Open Molecules 2025 dataset. Energies are from ωB97M-V with the def2-TZVPD basis set.

Values from the calculation:
SMILES: CC/C=C/NC.O
Highest occupied orbital energy (Ha): -0.2733
Energy above the lowest of the compared OMol25 structures with the same formula, charge and spin (kcal/mol): 42.0
Orbital gap (eV): 8.3
Energy (eV): -8932.1914

Element x y z (Å)
C  -2.31758  0.28974  2.43504
C  -1.96429  -0.07619  1.00557
C  -0.47697  -0.00383  0.71562
C  -0.05103  0.71527  -0.34479
N  1.28396  0.91963  -0.68915
C  2.36583  0.80764  0.26216
H  -2.04449  1.32225  2.63179
H  -3.35077  0.07758  2.70930
H  -1.76136  -0.36999  3.11412
H  -2.47039  0.60251  0.31068
H  -2.28008  -1.05841  0.64589
H  0.27619  -0.33858  1.41387
H  -0.77359  1.28211  -0.91780
H  1.54832  0.93645  -1.65081
H  3.11923  0.13225  -0.16888
H  2.08975  0.35406  1.20590
H  2.88520  1.74361  0.47604
O  1.16661  -2.16756  -4.10119
H  1.84597  -2.83328  -4.03535
H  0.90948  -2.33527  -5.01801

natural (NBO) population analysis, charges in e, atoms 1 to 5: atom 1 (C): -0.604, atom 2 (C): -0.420, atom 3 (C): -0.290, atom 4 (C): 0.013, atom 5 (N): -0.639


Here is 2 unconnected molecules or ions with the total composition C5H13NO at a distorted geometry from the Open Molecules 2025 dataset. Energies are from ωB97M-V with the def2-TZVPD basis set.

Values from the calculation:
SMILES: CCC(N)=O.CC
Highest occupied orbital energy (Ha): -0.3603
Energy above the lowest of the compared OMol25 structures with the same formula, charge and spin (kcal/mol): 37.1
Orbital gap (eV): 10.6
Energy (eV): -8932.4029

Element x y z (Å)
C  1.22979  0.05103  -2.65941
C  -0.04630  0.65313  -2.16038
C  0.01955  0.92446  -0.67013
N  -0.22046  2.22520  -0.23349
O  0.37543  0.02327  0.08079
H  1.92838  0.90178  -3.01784
H  0.92683  -0.77056  -3.21290
H  1.91047  -0.38184  -1.95172
H  -0.35187  1.54435  -2.73236
H  -0.90919  -0.07383  -2.29618
H  0.15527  2.76357  0.57162
H  -0.89022  2.70564  -0.89374
C  0.12560  -1.02150  2.82494
C  -1.08309  -1.58556  2.11081
H  -0.14371  -0.01781  3.18745
H  0.41561  -1.66938  3.58758
H  0.95341  -0.98445  2.00070
H  -0.88316  -2.43138  1.39609
H  -1.64790  -0.95492  1.34501
H  -1.86445  -1.90119  2.72315

natural (NBO) population analysis, charges in e, atoms 1 to 5: atom 1 (C): -0.619, atom 2 (C): -0.496, atom 3 (C): 0.683, atom 4 (N): -0.866, atom 5 (O): -0.614